# C22H39N3OPV

A molecular structure, C22H39N3OPV at a distorted geometry (ωB97M-V/def2-TZVPD, OMol25).

Positions of all 67 atoms, in Å:
1 C 4.69 -2.40 -0.75
2 H 4.58 -2.26 1.41
3 H 2.64 -3.19 -0.68
4 C -2.75 0.97 -1.36
5 C -1.15 -3.19 -1.84
6 C 3.93 -0.46 0.41
7 H 1.21 -1.28 2.39
8 H -1.77 3.02 2.49
9 H -4.00 0.56 -3.00
10 H 5.01 -3.44 -0.69
11 P 1.28 -0.52 -0.32
12 H -1.12 4.47 0.88
13 C -0.15 -2.07 -2.05
14 H 5.25 -1.92 -1.55
15 H -2.60 -0.75 1.63
16 H -2.55 4.92 -0.05
17 C -2.02 2.89 -0.30
18 C -1.63 4.32 -0.07
19 H 2.59 0.50 3.25
20 C 4.87 -1.64 0.56
21 H -2.11 1.30 2.78
22 H -2.15 -2.78 -1.66
23 H -0.29 -0.41 2.75
24 N 2.74 -1.10 -0.26
25 C -0.62 -3.89 -0.60
26 O 0.95 0.65 -1.33
27 C -2.32 2.31 -1.58
28 H 0.69 -2.98 0.90
29 C -2.20 2.98 -2.90
30 H 1.87 2.84 2.95
31 H 2.13 1.98 0.71
32 H -3.11 3.56 -3.06
33 C -2.38 2.17 2.18
34 H -1.21 -3.84 -2.71
35 H -4.22 -0.30 1.13
36 H -3.26 -1.37 0.11
37 H 1.23 0.62 4.35
38 C 1.52 0.69 3.30
39 H -2.10 2.27 -3.72
40 H -0.50 -1.25 -2.68
41 V -0.63 1.22 -0.53
42 H 0.42 2.44 0.68
43 H 0.24 -4.50 -0.86
44 H -1.37 3.69 -2.94
45 H 5.90 -1.31 0.71
46 C -2.31 1.92 0.71
47 C 1.18 1.77 1.20
48 N 0.10 -1.59 -0.63
49 H 0.18 2.35 3.02
50 C 0.75 -0.30 2.44
51 H -1.35 -4.53 -0.11
52 H 4.35 0.30 -0.25
53 C -3.21 -0.50 0.76
54 H 3.63 -0.01 1.35
55 C -3.23 0.04 -2.43
56 N 0.77 0.34 1.06
57 C 3.18 -2.32 -1.05
58 H -3.42 2.42 2.43
59 H 0.77 -2.46 -2.49
60 C 1.17 2.05 2.70
61 H -0.99 -2.43 0.99
62 H -3.67 -0.86 -2.01
63 C -2.73 0.72 0.06
64 H -1.01 4.72 -0.87
65 H -2.45 -0.24 -3.14
66 C -0.19 -2.74 0.31
67 H 2.99 -2.18 -2.11

Results
2S+1: 2
Lowest unoccupied orbital energy (spin up / spin down) (eV): -11.91 / -11.19
HOMO-LUMO gap (spin up / spin down) (eV): 7.26 / 7.99
Net charge: +3